Record 1
C23H26N2O7 in the gas phase. Source: OMol25; level of theory: ωB97M-V/def2-TZVPD.

```
58
C23H26N2O7 | OMol25 | ωB97M-V/def2-TZVPD
C -2.883 5.414 1.955
O -1.520 5.261 1.649
C -1.091 4.052 1.195
C -1.913 2.957 0.976
C -1.359 1.767 0.527
C -2.225 0.564 0.336
O -2.454 -0.233 1.227
N -2.789 0.430 -0.898
C -2.281 1.070 -2.088
C -1.645 -0.015 -2.993
N -1.352 -1.199 -2.207
C -0.085 -1.377 -1.763
O 0.805 -0.597 -2.035
C 0.203 -2.623 -0.926
C 0.138 -2.306 0.578
O 0.369 -3.478 1.319
C 1.474 -4.172 0.890
C 2.025 -5.134 1.726
C 3.154 -5.828 1.338
C 3.749 -5.559 0.115
C 3.197 -4.619 -0.733
C 2.050 -3.929 -0.360
O 1.513 -3.037 -1.253
C -2.548 -1.858 -1.725
C -3.525 -0.779 -1.190
C 0.001 1.670 0.292
C 0.838 2.769 0.472
O 2.172 2.730 0.184
C 2.751 1.495 -0.180
C 0.295 3.974 0.945
O 0.971 5.137 1.165
C 2.347 5.106 1.473
H -3.204 4.715 2.734
H -2.987 6.434 2.323
H -3.514 5.285 1.069
H -2.973 3.006 1.164
H -1.544 1.819 -1.801
H -3.104 1.566 -2.615
H -2.331 -0.307 -3.793
H -0.712 0.341 -3.428
H -0.492 -3.445 -1.157
H -0.836 -1.924 0.891
H 0.912 -1.558 0.799
H 1.551 -5.312 2.678
H 3.576 -6.573 1.994
H 4.640 -6.089 -0.184
H 3.631 -4.400 -1.696
H -3.012 -2.417 -2.546
H -2.303 -2.549 -0.923
H -4.000 -1.120 -0.270
H -4.292 -0.541 -1.929
H 0.407 0.742 -0.069
H 2.667 0.764 0.630
H 2.308 1.081 -1.090
H 3.803 1.714 -0.357
H 2.957 4.897 0.591
H 2.577 6.103 1.848
H 2.569 4.367 2.247
```

For the energy above the lowest of the compared OMol25 structures with the same formula, charge and spin, the calculation gives 387.84 kJ/mol. The total charge is 0. As for the SMILES: COc1cc(C(=O)N2CCN(C(=O)[C@@H]3COc4ccccc4O3)CC2)cc(OC)c1OC. The value obtained for the frontier orbital gap is 8.64 eV. The LUMO energy comes out at 0.63 eV.

In elementary charge units, the Mulliken charges are: -0.915 -0.449 0.445 -0.570 -0.965 0.201 -0.705 0.137 -0.683 -0.808 0.033 -0.033 -0.645 0.511 -0.238 -0.482 0.469 -0.741 -0.491 -0.482 -0.770 0.486 -0.390 -0.681 -0.924 0.730 1.326 -0.495 -0.721 0.736 -0.501 -0.767 0.360 0.239 0.352 0.533 0.298 0.432 0.375 0.416 0.611 0.192 0.357 0.443 0.387 0.392 0.437 0.374 0.435 0.423 0.344 -0.713 0.303 0.259 0.302 0.220 0.290 0.320


Record 2
A molecular structure, C24H29MnN4O2 at a distorted geometry. Source: OMol25; level of theory: ωB97M-V/def2-TZVPD.

```
60
C24H29MnN4O2 | OMol25 | ωB97M-V/def2-TZVPD
Mn 0.137 -0.673 -0.315
C 1.719 2.800 -1.510
C 0.583 2.815 -0.485
C -0.770 2.381 -1.063
N -1.149 1.034 -0.658
C -2.398 0.680 -0.769
C -3.386 1.475 -1.436
C -4.756 1.410 -1.406
C -5.606 0.577 -0.679
C -5.212 -0.492 0.104
C -3.959 -1.053 0.292
C -2.693 -0.672 -0.214
N -1.630 -1.430 -0.125
C -1.659 -2.744 0.484
C -1.428 -2.675 2.008
C -0.779 -1.366 2.472
N 0.342 -0.996 1.644
C 1.425 -0.362 2.197
C 1.488 0.090 3.488
C 2.613 0.534 4.255
C 3.959 0.449 3.922
C 4.507 0.097 2.702
C 3.830 -0.077 1.445
C 2.492 -0.129 1.169
N 1.964 -0.015 -0.097
C 2.806 0.504 -1.156
C 2.054 1.430 -2.109
H 2.620 3.207 -1.040
H 1.457 3.487 -2.324
H 0.489 3.829 -0.088
H 0.829 2.168 0.356
H -0.736 2.441 -2.160
H -1.542 3.086 -0.741
H -2.985 2.249 -2.073
H -5.255 2.153 -2.022
H -6.668 0.780 -0.739
H -6.012 -1.005 0.629
H -3.952 -1.929 0.926
H -0.851 -3.316 0.028
H -2.586 -3.270 0.245
H -0.780 -3.508 2.292
H -2.371 -2.799 2.548
H -0.460 -1.512 3.507
H -1.543 -0.572 2.490
H 0.552 0.063 4.036
H 2.386 0.871 5.261
H 4.664 0.691 4.712
H 5.590 0.060 2.654
H 4.488 -0.120 0.584
H 3.259 -0.310 -1.735
H 3.623 1.081 -0.711
H 1.141 0.941 -2.461
H 2.683 1.580 -2.993
C 1.548 -2.265 -4.075
O 1.513 -1.892 -2.701
C 0.311 -1.394 -2.253
O -0.614 -1.309 -3.034
H 2.511 -2.748 -4.232
H 1.465 -1.386 -4.717
H 0.736 -2.946 -4.327
```

As for the spin multiplicity: 6. For the energy above the lowest of the compared OMol25 structures with the same formula, charge and spin, the calculation gives 0.00 kJ/mol. Its expectation value of S² is 8.837. The total charge is -1. The value obtained for the frontier orbital gap (alpha / beta) is 4.59 / 6.77 eV. The LUMO energy (alpha / beta) comes out at 2.91 / 2.83 eV.

In elementary charge units, the Mulliken charges are: -0.806 -1.045 -0.720 -1.164 -0.055 0.733 -0.960 -0.407 -0.545 -0.699 -0.543 1.506 0.222 -1.095 -0.808 -0.779 -0.294 0.970 -0.637 -1.025 0.049 -0.903 -0.226 0.206 0.373 -1.136 -0.459 0.445 0.373 0.410 0.144 0.501 0.717 0.376 0.312 0.297 0.311 0.151 0.284 0.565 0.414 0.325 0.559 0.220 0.256 0.272 0.292 0.261 0.356 0.243 0.698 -0.009 0.392 -0.811 -0.226 0.944 -0.637 0.231 0.283 0.301


Record 3
A molecular structure, C45H38Cl2N6O2PPb. Source: OMol25; level of theory: ωB97M-V/def2-TZVPD.

```
95
C45H38Cl2N6O2PPb | OMol25 | ωB97M-V/def2-TZVPD
Pb 0.300 0.060 -0.161
Cl -3.037 -5.939 1.410
C -1.705 -4.826 1.253
C -1.733 -3.894 0.230
C -0.707 -2.969 0.063
N -0.763 -1.959 -0.911
C -1.483 -2.105 -2.025
O -2.002 -3.122 -2.491
C -1.716 -0.806 -2.794
C -2.227 -0.862 -4.084
C -2.490 0.324 -4.744
C -2.287 1.526 -4.080
C -1.804 1.487 -2.785
N -1.508 0.347 -2.163
C 0.387 -2.979 0.968
C 0.408 -3.948 1.974
C -0.628 -4.856 2.120
Cl -0.546 -6.015 3.421
N 1.350 -1.970 0.830
C 2.545 -2.049 1.410
O 3.043 -2.968 2.072
C 3.435 -0.825 1.197
C 4.811 -0.987 1.325
C 5.637 0.094 1.090
C 5.063 1.324 0.791
C 3.684 1.408 0.738
N 2.882 0.356 0.916
H -2.569 -3.889 -0.453
H -2.406 -1.833 -4.524
H -2.860 0.315 -5.762
H -2.491 2.476 -4.554
H -1.643 2.398 -2.219
H 1.259 -3.996 2.634
H 5.184 -1.963 1.600
H 6.713 -0.014 1.136
H 5.667 2.200 0.600
H 3.193 2.350 0.522
N -0.097 1.539 3.119
C -1.315 1.947 3.616
C -1.345 2.902 4.646
C -2.537 3.307 5.207
C -3.744 2.765 4.768
C -3.719 1.862 3.722
C -2.529 1.466 3.106
P -2.569 0.350 1.643
C -3.340 -1.115 2.444
C -4.602 -1.634 2.181
C -5.045 -2.773 2.846
C -4.227 -3.413 3.763
C -2.962 -2.904 4.028
C -2.526 -1.765 3.375
C -3.863 1.068 0.578
C -4.248 2.405 0.610
C -5.111 2.914 -0.355
C -5.588 2.098 -1.370
C -5.185 0.769 -1.430
C -4.320 0.265 -0.473
H 0.729 1.768 3.642
H -0.036 0.700 2.564
H -0.407 3.315 5.000
H -2.529 4.051 5.994
H -4.680 3.048 5.231
H -4.649 1.436 3.363
H -5.250 -1.155 1.458
H -6.030 -3.168 2.631
H -4.564 -4.315 4.257
H -2.308 -3.408 4.729
H -1.533 -1.377 3.583
H -3.873 3.057 1.388
H -5.410 3.953 -0.310
H -6.262 2.497 -2.118
H -5.533 0.128 -2.230
H -3.972 -0.760 -0.553
C 4.237 0.716 -3.910
N 3.089 -0.151 -3.741
C 3.185 -0.889 -2.490
C 1.815 0.556 -3.910
C 1.625 1.811 -3.078
C 1.855 3.053 -3.663
C 1.733 4.227 -2.926
C 1.371 4.150 -1.588
C 1.122 2.902 -1.021
C 1.243 1.711 -1.733
H 5.145 0.109 -3.909
H 4.331 1.470 -3.113
H 4.171 1.239 -4.866
H 4.035 -1.574 -2.543
H 2.281 -1.481 -2.334
H 3.325 -0.237 -1.616
H 1.023 -0.158 -3.671
H 1.732 0.811 -4.972
H 2.121 3.108 -4.715
H 1.906 5.189 -3.395
H 1.274 5.053 -0.995
H 0.803 2.872 0.026
```

For the energy above the lowest of the compared OMol25 structures with the same formula, charge and spin, the calculation gives 68.08 kJ/mol. The total charge is -1. The value obtained for the frontier orbital gap is 6.60 eV. The LUMO energy comes out at 2.41 eV.

In elementary charge units, the Mulliken charges are: 2.174 -0.246 -0.067 -0.580 0.066 0.292 -0.263 -0.811 0.320 -0.701 -0.730 -0.812 -0.751 1.142 -0.346 -0.845 0.092 -0.257 0.259 -0.047 -0.795 0.545 -0.933 -0.369 -0.938 -0.268 0.229 0.575 0.565 0.447 0.526 0.350 0.636 0.502 0.404 0.461 0.454 -0.001 0.311 -0.650 -0.589 -0.883 -0.185 0.378 0.806 0.773 -0.147 -0.617 -0.735 -0.528 -0.526 0.289 -0.652 -0.627 -0.749 -0.707 -0.742 0.215 -0.495 0.370 0.371 0.402 0.405 0.419 0.401 0.355 0.446 0.183 0.425 0.411 0.371 0.437 0.503 -0.891 0.111 -0.963 -1.740 0.518 -0.386 -0.708 -0.770 -0.938 0.931 0.348 0.222 0.311 0.386 0.202 0.366 0.002 0.569 0.356 0.370 0.410 0.577


Record 4
A molecular structure, C6H5InNO2 at a distorted geometry. Source: OMol25; level of theory: ωB97M-V/def2-TZVPD.

```
15
C6H5InNO2 | OMol25 | ωB97M-V/def2-TZVPD
In 12.332 3.535 0.529
C 5.114 4.927 0.399
C 5.969 3.914 0.751
C 7.227 4.126 1.196
C 7.644 5.471 1.273
C 6.765 6.524 1.075
C 5.548 6.248 0.606
N 9.006 5.816 1.777
O 9.254 6.874 2.288
O 9.904 5.048 1.426
H 4.175 4.735 -0.098
H 5.653 2.895 0.581
H 7.914 3.350 1.497
H 7.134 7.532 1.196
H 4.903 7.105 0.481
```

For the energy above the lowest of the compared OMol25 structures with the same formula, charge and spin, the calculation gives 143.76 kJ/mol. The total charge is +3. The value obtained for the frontier orbital gap is 3.30 eV. The LUMO energy comes out at -18.94 eV.

In elementary charge units, the Mulliken charges are: 0.998 -0.144 -0.606 -0.119 0.851 -0.356 -0.287 0.784 -0.307 -0.337 0.526 0.456 0.525 0.520 0.495


Record 5
A gas-phase ion, C11H20ClN2 (charge +1) at a distorted geometry. Source: OMol25; level of theory: ωB97M-V/def2-TZVPD.

```
34
C11H20ClN2 | OMol25 | ωB97M-V/def2-TZVPD
C -2.823 -0.032 -1.200
C -1.361 -0.026 -0.793
C -0.269 0.393 -1.438
C -0.156 0.920 -2.822
N 0.899 0.393 -0.697
C 2.335 0.498 -1.001
C 2.811 -0.898 -0.998
C 3.110 1.391 -0.084
C 0.503 -0.003 0.550
Cl 1.335 -0.134 2.044
N -0.929 -0.205 0.506
C -1.700 -0.649 1.631
C -1.869 0.564 2.627
C -1.270 -1.919 2.347
H -3.251 -1.068 -1.396
H -3.411 0.598 -0.564
H -2.837 0.387 -2.167
H 0.614 1.634 -3.003
H 0.018 -0.014 -3.470
H -1.137 1.388 -3.166
H 2.318 0.877 -2.055
H 3.868 -0.813 -1.064
H 2.657 -1.272 -2.007
H 2.444 -1.543 -0.106
H 3.252 0.883 0.840
H 2.798 2.411 0.084
H 4.192 1.521 -0.362
H -2.837 -0.691 1.416
H -0.879 0.855 3.115
H -2.602 0.227 3.480
H -2.197 1.385 1.938
H -0.321 -2.044 2.772
H -1.441 -2.810 1.800
H -1.865 -2.201 3.244
```

For the energy above the lowest of the compared OMol25 structures with the same formula, charge and spin, the calculation gives 39.43 kJ/mol. The total charge is +1. As for the SMILES: Cc1c(C)[n+](C(C)C)c(Cl)n1C(C)C. The value obtained for the frontier orbital gap is 9.64 eV. The LUMO energy comes out at -3.07 eV.

In elementary charge units, the Mulliken charges are: -1.667 0.773 0.685 -1.734 0.287 0.085 -1.012 -1.508 0.218 -0.058 0.493 -0.009 -1.160 -1.533 0.310 0.387 0.420 0.395 0.293 0.419 0.147 0.443 0.350 0.250 0.490 0.371 0.384 0.267 0.274 0.392 0.350 0.344 0.430 0.424


Record 6
A molecular structure, C6H4IN2O2 at a distorted geometry. Source: OMol25; level of theory: ωB97M-V/def2-TZVPD.

```
15
C6H4IN2O2 | OMol25 | ωB97M-V/def2-TZVPD
C -1.992 0.233 -0.252
C -0.689 0.633 -0.292
C -2.246 -1.086 -0.007
C -0.039 -1.588 0.104
C 0.347 -0.234 0.092
C 2.155 1.758 0.086
N -1.277 -2.023 0.114
N 1.620 0.281 0.083
O 1.236 2.536 0.348
O 3.290 1.767 -0.189
I 3.309 -0.878 0.013
H -2.861 0.842 -0.370
H -0.225 1.618 -0.352
H -3.333 -1.517 0.246
H 0.704 -2.342 0.377
```

The total charge is -1. The value obtained for the frontier orbital gap is 7.06 eV. The LUMO energy comes out at 2.85 eV.

In elementary charge units, the Mulliken charges are: -0.515 -0.406 -0.100 -0.430 0.911 0.695 -0.614 -0.519 -0.726 -0.598 -0.055 0.377 0.509 0.219 0.252


Record 7
2 unconnected molecules or ions with the total composition C3H8O3S at a distorted geometry. Source: OMol25; level of theory: ωB97M-V/def2-TZVPD.

```
15
C3H8O3S | OMol25 | ωB97M-V/def2-TZVPD
O -0.691 2.193 -0.325
C -0.094 1.147 -0.084
O 0.976 0.676 -0.771
C -0.440 0.116 1.107
C -1.431 0.709 2.070
S -2.076 -0.492 3.287
H 1.092 1.465 -1.368
H 0.585 -0.109 1.617
H -0.924 -0.709 0.546
H -0.876 1.504 2.589
H -2.310 1.113 1.600
H -0.960 -1.317 3.486
O 2.274 -2.446 -4.564
H 2.027 -1.803 -5.233
H 2.849 -2.048 -3.957
```

For the energy above the lowest of the compared OMol25 structures with the same formula, charge and spin, the calculation gives 68.71 kJ/mol. The total charge is 0. As for the SMILES: O=C(O)CCS.O. The value obtained for the frontier orbital gap is 9.66 eV. The LUMO energy comes out at 0.41 eV.

In elementary charge units, the Mulliken charges are: -0.561 0.412 -0.409 -0.439 -0.510 -0.251 0.351 0.347 0.282 0.327 0.329 0.123 -0.626 0.319 0.307


Record 8
A molecular structure, C16H39BrNbO9P2 at a distorted geometry. Source: OMol25; level of theory: ωB97M-V/def2-TZVPD.

```
68
C16H39BrNbO9P2 | OMol25 | ωB97M-V/def2-TZVPD
C 0.545 2.149 0.735
C 0.998 0.800 0.625
Nb 1.354 -1.400 -0.032
Br 2.912 -1.654 2.129
O -0.331 -1.958 1.101
C -1.554 -2.072 0.294
C -2.703 -0.927 0.704
H 0.360 3.313 0.556
H 1.742 -3.146 -0.482
H 2.859 -0.843 -0.926
H 0.417 -1.132 -1.555
H -2.057 -3.110 0.604
H -1.388 -2.134 -0.862
H -3.052 -0.449 -0.311
H -2.285 -0.125 1.461
H -3.589 -1.476 1.285
O 2.225 5.767 3.965
P 2.701 4.713 4.994
O 1.368 3.744 4.831
C 1.335 2.831 3.751
C 2.340 1.710 3.938
O 2.114 5.615 6.281
C 2.048 7.041 6.136
C 0.689 7.495 5.615
O 3.234 3.536 6.145
C 4.437 3.837 6.841
C 4.304 4.971 7.844
H 1.511 3.363 2.813
H 0.326 2.410 3.714
H 3.364 2.096 3.910
H 2.235 0.962 3.147
H 2.204 1.221 4.908
H 2.861 7.399 5.494
H 2.223 7.488 7.119
H 0.310 6.875 4.805
H 0.737 8.533 5.270
H -0.061 7.436 6.412
H 5.225 4.054 6.114
H 4.726 2.930 7.377
H 4.327 5.942 7.337
H 5.138 4.975 8.551
H 3.366 4.907 8.408
O -3.372 -4.208 -4.148
P -2.885 -4.029 -5.607
O -3.020 -5.633 -5.998
C -4.294 -6.124 -6.370
C -4.729 -5.582 -7.718
O -1.275 -4.091 -5.142
C -0.933 -3.649 -3.820
C -0.933 -4.801 -2.821
O -2.341 -3.829 -7.237
C -1.901 -2.525 -7.597
C -0.586 -2.116 -6.954
H -5.025 -5.879 -5.595
H -4.216 -7.214 -6.426
H -4.880 -4.499 -7.672
H -5.667 -6.045 -8.036
H -3.965 -5.770 -8.480
H -1.604 -2.844 -3.499
H 0.067 -3.208 -3.860
H -1.780 -5.473 -2.939
H -0.926 -4.420 -1.795
H -0.039 -5.421 -2.958
H -2.689 -1.805 -7.360
H -1.772 -2.526 -8.683
H -0.744 -1.802 -5.916
H -0.142 -1.261 -7.470
H 0.138 -2.939 -6.951
```

The total charge is -1. The value obtained for the frontier orbital gap is 5.37 eV. The LUMO energy comes out at -0.23 eV.

In elementary charge units, the Mulliken charges are: -0.469 0.110 -0.413 -0.418 -0.693 0.877 -0.796 0.326 0.106 0.058 0.100 0.173 -0.620 0.243 0.207 0.251 -0.705 1.067 -0.369 -0.323 0.026 -0.407 -0.357 -1.200 -0.222 -0.414 -0.868 0.140 0.342 0.207 -0.423 0.248 0.382 0.409 0.305 0.336 0.315 0.311 0.338 0.165 0.421 0.249 -0.700 1.058 -0.324 -0.303 -0.959 -0.383 -0.426 -1.110 -0.257 -0.394 -0.861 0.270 0.320 0.261 0.405 0.213 0.416 0.425 0.330 0.233 0.309 0.316 0.321 0.155 0.418 0.254


Number 1: E -41584.3930 eV. Number 2: E -66733.8605 eV. Number 3: E -99902.3944 eV. Number 4: E -17020.3431 eV. Number 5: E -27226.4590 eV. Number 6: E -21463.2581 eV. Number 7: E -20218.2388 eV. Number 8: E -125813.6858 eV.